Entry from the OMol25 dataset: the molecule C3H6N2O in a non-equilibrium geometry (ωB97M-V with the def2-TZVPD basis set).

XYZ file:
```
12
Properties=species:S:1:pos:R:3:forces:R:3
O 0.838462 1.846408 0.684657 -1.63 0.24 -0.19
N -0.749840 -1.344095 -0.221651 0.70 -0.33 -0.11
N 1.924422 -0.041493 -0.052428 0.15 0.05 0.13
C -1.549414 -0.201391 -0.615337 -0.38 0.36 -0.03
C -0.432429 0.002345 0.272742 -0.52 -1.44 0.44
C 0.778506 0.575484 0.264357 0.23 -0.34 -0.01
H -1.451199 0.041906 -1.644473 -0.02 0.34 -0.81
H 2.753098 0.258072 0.412015 0.52 0.02 0.22
H -0.154359 1.879414 0.896009 1.66 0.98 0.13
H -2.529566 -0.129162 -0.219389 -0.95 0.08 0.22
H 1.829387 -1.019055 -0.263736 0.03 -0.10 -0.11
H -1.257071 -1.868435 0.487237 0.21 0.12 0.11
```
Forces are in eV/Å.

Properties
orbital gap	8.58	eV
charge	0
relative energy (zero: lowest compared OMol25 entry of this formula, charge and spin)	3.4573	eV
F_max	1.9	eV/A
structure (SMILES)	N/C(O)=C1/CN1

=====

Entry from the OMol25 dataset: a 2-piece molecular cluster, C2H3O2P overall in a non-equilibrium geometry (ωB97M-V with the def2-TZVPD basis set).

XYZ file:
```
8
Properties=species:S:1:pos:R:3:forces:R:3
P -1.266822 -0.786732 -0.202529 -0.63 -0.32 -0.48
O 0.694518 2.498141 1.495728 0.56 0.93 -0.51
O -0.452044 4.395423 0.546528 0.54 -0.16 0.52
C -0.231811 3.300261 0.921857 -1.05 -1.56 -0.72
C -0.539617 1.870007 0.990710 1.04 1.60 1.40
H -2.385131 -0.432919 0.599988 0.15 0.03 0.11
H -2.184351 -1.094020 -1.256567 0.32 -0.11 0.10
H -0.880129 1.296348 1.840784 -0.93 -0.41 -0.43
```
Forces are in eV/Å.

Properties
orbital gap (spin up / spin down)	9.52 / 8.82	eV
charge	0
spin multiplicity	3
relative energy (zero: lowest compared OMol25 entry of this formula, charge and spin)	2.4216	eV
F_max	2.4	eV/A

=====

Entry from the OMol25 dataset: C35H52AsFeOP3Se as an isolated structure in a non-equilibrium geometry (ωB97M-V with the def2-TZVPD basis set).

XYZ file:
```
94
Properties=species:S:1:pos:R:3:forces:R:3
Se -0.762082 2.702622 -0.650410 0.08 -0.37 -0.61
As -1.459940 1.308594 3.024137 -1.03 1.95 3.10
Fe -0.218991 -0.998422 -3.980654 1.53 -1.67 1.56
P -0.463995 -2.144079 -1.839596 -1.21 -0.32 1.51
P 1.973475 -2.300014 -3.873199 1.68 -0.89 -0.76
P 2.443928 -0.919166 0.193571 0.14 0.31 0.01
O -0.715361 0.642362 1.669830 0.61 -0.77 -1.77
C -0.852168 -1.505631 6.105032 0.01 0.34 -0.29
C -0.317674 3.027229 5.104728 0.15 0.13 -0.10
C -2.204596 -1.209703 -4.615497 -0.71 2.13 -2.36
C -3.950214 1.482989 1.553736 -0.30 0.18 -0.05
C -0.676326 -0.450777 5.194244 -0.03 -0.26 0.02
C -1.740087 -0.082709 4.357685 -0.01 -0.22 -0.16
C -5.388161 3.441937 1.443897 0.27 -0.15 0.13
C 0.607438 3.958639 5.597461 -0.13 -0.15 -0.17
C 2.639947 2.278934 -3.044760 -0.13 -0.33 -0.21
C 1.869600 -0.741082 1.937078 -0.18 -0.23 -0.02
C 0.138298 -3.340135 -0.571814 0.56 -0.09 0.05
C 2.260892 1.433118 -4.090246 -0.47 0.01 -0.15
C 1.600727 4.481497 4.762559 -0.19 -0.20 -0.11
C -3.354975 3.507224 2.781729 -0.06 -0.09 -0.08
C -0.245162 2.642492 3.760319 0.05 -0.30 -0.14
C -2.973203 -0.742082 4.432727 -0.04 -0.25 0.02
C 0.418993 2.097607 -2.069390 0.54 -0.24 -0.36
C 1.720141 2.612062 -2.049678 -0.48 -0.38 0.02
C 3.652361 -1.563009 -3.682984 -0.13 0.56 0.12
C -3.136368 -1.796817 5.343471 0.21 0.28 -0.20
C -1.542003 -3.324105 -2.756922 0.07 -0.09 -0.57
C -2.073245 -2.182217 6.171997 -0.09 0.23 -0.15
C 2.414576 -3.907565 -3.077023 -0.52 -0.14 0.30
C 0.937716 0.935526 -4.170282 0.49 0.84 0.83
C -1.612153 -0.052425 -5.203620 -2.85 -1.56 -0.58
C 3.455928 0.608143 0.096295 0.07 0.02 -0.19
C -4.509547 4.136197 2.286643 0.19 -0.28 0.03
C 1.667068 4.081609 3.424409 -0.16 -0.15 -0.11
C 2.033911 -2.828047 -5.624365 -0.23 0.09 -0.07
C 0.028153 1.248619 -3.137308 -0.01 0.45 0.59
C -1.646029 -1.223897 -0.786077 -0.15 0.26 -0.09
C 3.790234 -2.149460 0.441697 -0.23 -0.06 -0.09
C -5.115015 2.113766 1.086187 0.41 -0.02 0.18
C -3.092551 2.179749 2.414684 -0.02 -0.10 -0.36
C 0.742261 3.164459 2.916476 -0.04 0.03 0.17
H -0.657023 -4.083488 -0.409187 0.12 0.31 -0.13
H 3.660430 -0.518840 -4.007333 0.18 -0.36 0.09
H 2.441692 4.475586 2.765884 -0.21 -0.05 0.23
H 3.186024 -4.386293 -3.700506 -0.29 0.25 0.15
H 0.348788 -2.828832 0.375283 -0.04 -0.05 -0.38
H 3.352037 -3.141026 0.605285 0.19 0.11 0.03
H -2.377475 -2.104483 -5.234566 0.61 0.36 0.23
H 4.432046 -2.192293 -0.445374 -0.02 -0.03 0.20
H 2.244014 -1.957157 -6.255470 -0.02 -0.21 -0.05
H 0.920723 -1.274445 2.055421 0.16 -0.09 0.23
H -4.090391 -2.323029 5.393711 0.27 0.21 0.02
H 2.619936 -1.146602 2.629273 -0.28 0.21 -0.05
H -1.692431 -3.034341 -3.802890 0.04 -0.49 0.58
H -1.279569 -0.076035 -6.263299 0.00 -0.13 0.83
H 1.664599 0.313549 2.148506 0.20 -0.19 0.02
H -2.666187 4.037169 3.443974 -0.26 -0.07 -0.23
H -1.992907 0.912464 -4.851106 0.71 -0.23 -0.07
H 2.839727 -3.752588 -2.073878 -0.25 0.02 -0.32
H -2.526038 -3.329412 -2.269404 0.27 -0.37 -0.16
H -5.801032 1.564646 0.439914 0.20 0.18 0.18
H 0.551491 4.268437 6.640485 0.02 -0.09 -0.27
H -3.798025 -0.435086 3.785169 0.18 -0.15 0.25
H 1.036658 -3.872235 -0.892986 -0.19 0.10 0.12
H 1.550192 -4.579132 -3.015503 0.25 0.01 0.01
H -1.062301 -4.306424 -2.799809 -0.26 0.03 0.31
H 0.597457 0.335931 -5.056708 0.63 1.04 0.12
H 3.976891 -1.604179 -2.632358 -0.21 0.03 -0.35
H 0.276843 0.075039 5.135570 -0.18 -0.16 0.06
H -6.286356 3.937414 1.061801 0.37 -0.21 0.18
H 2.000901 3.256755 -1.221022 0.06 0.04 -0.28
H -2.205445 -3.004347 6.881480 0.06 0.31 -0.29
H -3.707560 0.461014 1.249038 -0.18 0.30 0.08
H -4.715118 5.172704 2.563061 0.06 -0.37 -0.07
H -1.701041 3.219892 -1.652229 -0.21 0.04 0.22
H 3.655095 2.682591 -2.983242 -0.38 -0.19 -0.18
H -1.012010 0.862222 -3.135051 0.61 0.69 0.13
H -0.023203 -1.796601 6.752751 -0.28 0.12 -0.19
H 4.381726 -1.858553 1.317152 0.02 -0.18 -0.22
H -1.974613 -0.312085 -1.299217 -0.12 -0.15 0.16
H -2.513697 -1.871182 -0.589015 0.24 0.25 0.11
H 2.971677 1.170283 -4.870163 -0.17 0.25 0.08
H 1.055314 -3.241698 -5.895593 0.23 -0.07 -0.19
H -1.080727 2.604263 5.759423 0.21 0.14 -0.08
H 3.759726 0.769709 -0.943877 0.13 0.03 0.24
H -2.982959 -1.110570 -3.845849 0.73 0.12 0.08
H 4.342009 0.534977 0.740619 -0.21 0.16 -0.14
H -1.171801 -0.901805 0.156593 -0.15 -0.24 -0.49
H 2.811174 -3.594382 -5.760040 -0.25 0.30 -0.10
H 2.834253 1.457399 0.404220 0.19 -0.10 -0.04
H 2.326873 5.197940 5.152072 -0.26 -0.24 -0.10
H 0.774682 2.843549 1.872278 0.14 0.17 0.31
H 4.359140 -2.140463 -4.300092 -0.31 0.12 0.20
```
Forces are in eV/Å.

Properties
orbital gap (spin up / spin down)	7.51 / 4.69	eV
charge	+3
spin multiplicity	6
relative energy (zero: lowest compared OMol25 entry of this formula, charge and spin)	0.0000	eV
F_max	3.8	eV/A

=====

Entry from the OMol25 dataset: C50H79KN8O7PSSi as an isolated structure (ωB97M-V with the def2-TZVPD basis set).

XYZ file:
```
148
Properties=species:S:1:pos:R:3:forces:R:3
K -0.849503 -0.162528 -0.456648 0.38 -0.10 0.65
S 3.188023 -0.112722 0.734293 -0.17 0.10 -0.13
P -1.607818 2.520816 -3.034980 0.10 -0.15 0.12
Si 3.297410 -0.162530 2.770656 0.09 -0.05 0.12
O 1.755685 -1.037670 -3.750188 0.03 -0.03 -0.04
O 2.124016 0.760621 3.479701 0.13 0.03 0.00
O 4.720239 0.401010 3.439637 -0.12 0.04 -0.05
O 3.222473 -1.683187 3.455526 -0.01 -0.10 0.01
O -0.733026 1.680381 -2.184286 -0.06 0.20 -0.03
O 0.401867 -2.152924 -1.719764 -0.17 0.01 -0.07
O -2.220759 -1.640435 -2.149084 0.16 -0.06 -0.06
N -1.561061 2.025514 -4.616893 0.08 0.04 -0.07
N -1.148304 4.117043 -3.033054 -0.08 0.09 0.00
N -3.198783 2.495040 -2.567670 -0.08 -0.12 -0.10
N 3.790019 -1.650554 -2.944050 0.07 0.05 0.07
N -2.659150 -0.432848 1.598366 -0.08 0.03 0.12
N -1.586620 -2.826339 0.859947 -0.06 0.06 -0.10
N -2.527130 -3.544598 -3.316778 -0.05 0.00 0.02
N -1.206105 1.884050 1.477863 -0.03 -0.11 -0.09
C -3.402955 2.702267 4.347080 0.01 -0.01 -0.01
C -3.509018 -1.439072 1.309553 0.02 0.05 -0.02
C -2.957694 0.551709 2.477217 -0.02 0.00 -0.06
C -2.015150 -4.773730 -3.886833 -0.02 0.02 0.01
C 6.905167 0.445527 4.299271 0.00 0.00 0.01
C 0.534854 1.557416 5.014892 -0.05 0.03 -0.07
C -1.641658 4.007032 3.201923 0.01 0.03 0.04
C 4.503359 -0.853058 -3.922584 -0.01 -0.05 0.01
C -2.935037 -2.695975 0.836681 0.01 -0.05 -0.09
C -1.039112 -3.936944 0.437081 -0.01 0.04 0.04
C -2.419583 2.835242 3.338247 -0.06 -0.02 -0.05
C 2.439672 -1.602404 -2.905341 -0.02 0.03 0.05
C 0.083158 2.398090 -6.237419 0.02 0.00 0.02
C -4.293615 2.160846 -3.479110 0.01 -0.03 0.06
C 2.795242 2.613902 4.846152 -0.01 0.03 0.00
C -3.898422 0.481573 3.509814 0.00 0.01 0.08
C -1.748526 -2.643430 -2.660063 -0.13 -0.03 -0.07
C -5.710979 -2.414347 0.814820 0.04 0.05 0.03
C -5.179415 -3.586797 0.343412 0.02 0.00 -0.01
C -3.972465 -3.412805 -3.246371 0.02 -0.01 0.00
C 6.445357 1.135974 1.938330 0.02 0.01 -0.02
C 1.798638 -2.315897 -1.715985 -0.13 0.00 -0.19
C -0.667952 4.080812 2.248983 0.02 -0.01 0.03
C 2.334771 -3.604172 4.494434 0.02 0.01 0.03
C -1.360820 5.646451 -1.277885 0.01 -0.03 0.00
C 2.537864 0.332540 5.858364 0.01 0.00 -0.08
C -3.141674 -4.917538 -0.099319 0.01 0.00 0.00
C -0.257903 -2.952014 -2.659165 0.09 -0.08 -0.04
C 2.662577 -3.527524 2.020173 0.04 -0.02 0.01
C -1.997133 5.224158 -2.598878 0.06 -0.02 0.05
C -0.477479 2.968905 1.406874 -0.05 -0.01 -0.05
C -3.773189 -3.738704 0.356602 0.03 0.01 0.00
C -4.683255 0.750969 -3.042599 0.03 0.00 0.00
C -3.592818 1.986920 -1.237307 -0.06 -0.01 0.03
C -4.909233 -1.373675 1.301192 -0.06 -0.04 -0.03
C 0.138259 5.533589 -1.578518 0.00 0.01 -0.01
C -1.289149 2.878059 -5.765287 0.03 -0.05 0.01
C -2.172590 1.779107 2.424438 0.02 0.09 -0.04
C 6.276124 -1.277047 2.603238 -0.02 -0.01 -0.02
C 6.066566 0.167422 3.054888 0.01 -0.02 0.03
C 4.566474 -2.245111 -1.859124 0.01 -0.03 0.05
C 0.859687 -2.152822 3.095455 -0.04 0.01 -0.01
C 2.265478 -2.719006 3.255044 -0.01 0.06 -0.06
C -1.082818 0.671513 -4.944660 -0.01 0.06 0.00
C 2.019288 1.300337 4.793408 -0.03 -0.06 0.02
C -4.102111 1.528475 4.420727 -0.01 -0.05 -0.04
C -4.579168 0.824896 -1.513626 -0.02 0.04 0.03
C 0.039690 0.880221 -5.989488 -0.03 -0.01 0.01
C 0.244257 4.444833 -2.674139 -0.05 0.00 0.01
C -1.780322 -5.026463 -0.060322 0.01 -0.03 0.00
H 0.296139 2.982532 0.643372 0.01 -0.01 0.02
H 5.264518 -1.458929 -4.418418 0.01 0.00 0.00
H 6.631672 -0.249958 5.095186 0.00 0.00 0.00
H -5.802944 -4.393339 -0.024568 -0.01 0.01 0.01
H 3.595335 0.118304 5.704653 0.01 -0.01 0.00
H 3.688277 -3.887764 2.135923 -0.01 0.00 -0.02
H 4.316182 -1.801984 -0.889270 0.04 0.01 -0.05
H 5.700950 -1.474892 1.696261 0.00 0.00 0.02
H 0.157069 2.217691 4.233447 0.01 -0.03 0.04
H -1.819316 4.830223 3.885935 0.01 0.01 -0.01
H -1.647642 4.930662 -0.503938 0.00 0.01 0.01
H -5.672020 0.447067 -3.390519 -0.01 0.01 0.01
H -5.551772 1.048096 -1.071166 0.00 -0.01 0.01
H -1.888661 -5.554724 -3.129015 -0.01 0.00 0.00
H 4.424323 -3.328139 -1.812309 -0.01 0.01 -0.03
H -4.222786 -2.578679 -2.598005 0.00 0.00 0.00
H 2.619790 -2.886237 1.139332 0.01 -0.01 0.01
H -4.407205 -4.322462 -2.825637 0.00 0.00 0.00
H -1.065910 -4.614819 -4.395028 0.01 0.00 0.00
H 0.292642 2.656460 -7.276526 -0.01 0.00 0.00
H -3.031411 4.903153 -2.509028 -0.01 -0.02 0.00
H 5.789463 0.981942 1.080635 0.01 0.00 0.01
H -0.722394 0.174143 -4.046766 0.01 0.01 0.00
H -3.978117 2.236598 -4.516840 0.03 -0.01 0.00
H -2.734488 1.668064 -0.652238 0.07 0.12 -0.08
H 0.785366 4.826063 -3.545054 0.00 0.00 -0.02
H 0.749135 3.546552 -2.323546 -0.01 0.00 0.00
H 7.971650 0.338382 4.084895 -0.01 0.00 0.00
H -2.043493 2.707457 -6.545367 -0.01 0.00 0.00
H -6.786965 -2.273332 0.810673 0.00 -0.01 0.00
H -0.101135 -4.012456 -2.420997 -0.01 0.00 0.03
H 2.064247 -3.381883 -1.730918 0.04 -0.01 0.05
H 6.326095 2.164601 2.285923 -0.01 0.00 -0.01
H 1.987478 -0.607896 5.808845 0.00 0.00 0.01
H -1.656321 6.643809 -0.949921 0.00 0.01 -0.02
H -5.389778 -0.459348 1.621721 0.02 0.01 0.01
H -1.946262 6.042150 -3.329378 0.00 0.00 -0.01
H -1.270239 -5.925408 -0.386914 -0.01 0.00 0.00
H 2.167800 -1.871355 -0.785662 0.00 0.02 -0.03
H 4.990068 -0.002002 -3.439330 0.00 0.00 0.00
H 0.790929 -1.512971 2.213122 0.00 -0.02 0.03
H -0.039554 4.956313 2.142337 -0.01 0.00 0.00
H 2.664055 3.096716 5.818670 0.02 0.00 -0.01
H 5.620774 -2.058904 -2.054223 -0.01 0.01 -0.01
H 0.721644 5.275274 -0.695504 0.00 -0.01 0.00
H -5.127027 2.856307 -3.317164 0.00 0.02 0.00
H 1.634788 -4.438975 4.412430 0.01 -0.01 0.00
H -4.082279 2.782557 -0.667999 -0.01 0.02 -0.02
H -2.727580 -5.130325 -4.630054 0.00 0.00 0.00
H -0.024324 0.621034 4.964192 0.00 0.01 0.00
H -4.230857 -0.108347 -1.074850 0.02 -0.01 -0.04
H 7.335479 -1.457752 2.400314 -0.01 0.01 0.00
H -4.393913 -3.242887 -4.240645 0.00 0.00 -0.01
H 2.082114 -3.021287 5.381691 0.00 -0.01 0.00
H -4.842016 1.390434 5.202184 0.00 0.01 0.01
H 2.426468 3.285853 4.068076 0.00 -0.01 0.00
H 0.984665 0.495786 -5.610974 0.00 0.00 0.00
H 0.594412 -1.549453 3.964874 -0.02 0.00 0.00
H 3.796160 -0.486154 -4.659933 -0.01 0.00 0.00
H 3.346313 -3.997212 4.617860 -0.01 0.00 0.00
H 0.127184 -2.765133 -3.669766 0.00 0.01 0.00
H 0.848904 2.860722 -5.610883 0.00 0.00 -0.01
H 7.486323 0.985551 1.636859 -0.01 0.01 0.00
H 0.122835 -2.950641 2.984735 0.03 0.00 0.01
H -3.567313 3.513731 5.045415 -0.01 0.00 0.00
H 0.046497 -3.989658 0.485430 -0.02 0.01 0.00
H -3.944040 0.045410 -3.430498 -0.01 0.00 0.00
H -3.759380 -5.730876 -0.467985 0.01 -0.01 0.00
H 0.356932 2.021710 5.988128 0.00 0.01 0.01
H -4.470130 -0.427018 3.638256 0.01 -0.01 -0.02
H 0.518809 6.483970 -1.957728 0.01 0.00 0.01
H -0.194548 0.344408 -6.911435 -0.01 0.00 0.00
H 5.935334 -1.962811 3.379979 0.01 -0.01 0.00
H -1.316793 3.928372 -5.483986 0.00 0.01 0.02
H 2.000159 -4.388456 1.884412 0.00 0.03 0.02
H 3.855543 2.429173 4.673755 0.00 0.00 0.00
H 6.716731 1.461979 4.650364 0.01 0.00 0.00
H 2.401780 0.766345 6.852642 0.00 0.01 -0.02
H -1.901157 0.080451 -5.369419 -0.02 -0.01 0.00
```
Forces are in eV/Å.

Properties
orbital gap	5.41	eV
charge	-1
relative energy (zero: lowest compared OMol25 entry of this formula, charge and spin)	0.1896	eV
F_max	0.8	eV/A

=====

Number 1: E -8233.2414 eV. Number 2: E -15500.4476 eV. Number 3: E -227594.6808 eV. Number 4: E -123725.3080 eV.